ORCA calculation (ωB97M-V with the def2-TZVPD basis set) on a cluster of 2 separate species, C2H5N2P in total.

Output
Energy, eV: -14421.2944
LUMO level, eV: 0.3
HOMO level, eV: -8.5

ORCA input file:
```
! RIJCOSX wB97M-V def2-TZVPD def2/J DEFGRID3
* xyz 0 1
C 0.8089 -0.2439 0.7697
C 1.3655 -1.2893 0.1935
N -1.1471 0.6742 -2.2893
N -1.6157 0.9610 -1.2964
P -2.4641 1.2954 -0.0127
H 1.3254 0.6989 0.8485
H -0.1740 -0.2949 1.2136
H 0.8574 -2.2359 0.1002
H 2.3610 -1.2401 -0.2157
H -1.3174 1.6745 0.6887
*
```